Version a
Below is C7H17N in the gas phase, with properties calculated with the ωB97M-V functional and the def2-TZVPD basis.

Summary:
E_HOMO ... -7.908 eV
SMILES ... CCC[C@H](C)N(C)C

The geometry in XYZ format:
```
25
Properties=species:S:1:pos:R:3:lowdin_charge:R:1
C 0.262 3.388 0.278 -0.140
C 0.950 2.041 0.119 -0.220
C -0.118 0.791 0.519 -0.146
C 0.458 -0.333 -0.251 -0.332
C 0.163 -0.380 -1.740 -0.054
N -0.322 -1.505 0.590 -0.254
C -1.697 -1.799 0.263 -0.133
C 0.449 -2.708 0.786 -0.138
H -0.553 3.484 -0.439 0.068
H -0.149 3.498 1.280 0.069
H 0.961 4.209 0.112 0.064
H 1.415 1.989 -0.866 0.086
H 1.771 1.943 0.832 0.093
H -1.106 1.090 0.176 0.101
H -0.044 0.678 1.597 0.112
H 1.518 -0.485 -0.037 0.133
H -0.878 -0.140 -1.946 0.079
H 0.375 -1.376 -2.124 0.078
H 0.788 0.338 -2.270 0.070
H -1.804 -2.401 -0.655 0.078
H -2.254 -0.874 0.126 0.072
H -2.165 -2.351 1.085 0.084
H 1.461 -2.450 1.104 0.075
H 0.005 -3.316 1.581 0.079
H 0.513 -3.332 -0.121 0.076
```

Version b
Below is C7H17N as an isolated structure, with properties calculated with the ωB97M-V functional and the def2-TZVPD basis.

Summary:
E_HOMO ... -7.853 eV

The geometry in XYZ format:
```
25
Properties=species:S:1:pos:R:3:lowdin_charge:R:1
C 1.838 0.866 -0.114 -0.081
C 1.198 -0.178 -1.077 -0.476
C 0.552 0.540 -2.343 -0.074
N 0.337 -1.294 -0.577 0.053
C -0.425 -0.370 -0.067 -0.273
C -0.815 -0.437 1.384 -0.386
C -1.566 0.939 1.552 -0.086
C 0.303 -0.589 2.310 -0.114
H 2.620 1.533 -0.653 0.106
H 1.055 1.531 0.389 0.085
H 2.308 0.373 0.779 0.068
H 2.031 -0.843 -1.467 0.147
H 0.019 -0.324 -2.837 0.075
H 1.359 1.021 -2.956 0.085
H -0.274 1.164 -1.930 0.060
H -1.274 0.029 -0.695 0.136
H -2.046 -2.076 -2.254 0.004
H -2.133 -2.319 -2.928 0.023
H -1.501 -1.321 1.387 0.166
H -1.231 1.869 1.133 0.056
H -2.037 1.232 2.556 0.098
H -2.459 0.771 0.907 0.069
H 1.152 -1.065 1.711 0.080
H 0.187 -1.371 3.090 0.087
H 0.803 0.318 2.702 0.090
```

Version c
Below is a 3-piece molecular cluster, C7H17N overall, with properties calculated with the ωB97M-V functional and the def2-TZVPD basis.

Summary:
E_HOMO ... -6.769 eV

The geometry in XYZ format:
```
25
Properties=species:S:1:pos:R:3:lowdin_charge:R:1
C -1.359 0.138 0.721 -0.182
C -1.558 -0.492 -0.656 -0.273
C -2.289 0.415 -1.651 -0.103
C -0.649 1.494 0.598 -0.265
N 0.452 1.445 -0.350 0.014
C 1.531 0.758 0.054 -0.370
C 1.830 0.239 1.306 -0.056
C 1.991 -2.961 0.178 -0.058
H -2.320 0.289 1.228 0.125
H -0.763 -0.524 1.339 0.096
H -0.519 -0.549 -1.059 -0.020
H -2.014 -1.487 -0.575 0.124
H -3.222 0.909 -1.235 0.102
H -1.646 1.275 -1.969 0.081
H -2.504 -0.107 -2.600 0.074
H -1.386 2.234 0.281 0.103
H -0.240 1.827 1.559 0.108
H 1.391 -3.439 0.999 0.037
H 2.374 0.659 -0.697 0.115
H 2.835 -0.076 1.479 0.032
H 0.309 -0.910 -1.454 0.286
H 1.239 0.536 2.166 0.040
H 2.008 -1.850 0.375 -0.019
H 1.516 -3.150 -0.775 -0.009
H 3.009 -3.375 0.145 0.020
```

Most stable structure, least stable structure: version a, version c.

Version a
Below is C26H26BrN6RhSTe as an isolated structure, with properties calculated with the ωB97M-V functional and the def2-TZVPD basis.

Summary:
E_HOMO (spin up / spin down) ... -6.903 / -8.174 eV
2S+1 ... 5

The geometry in XYZ format:
```
62
Properties=species:S:1:pos:R:3:lowdin_charge:R:1
Rh -0.464 -0.965 -0.838 0.469
C -4.414 1.168 2.701 -0.041
C -4.031 1.457 1.241 -0.584
C -5.237 1.241 0.314 -0.037
C -3.486 2.884 1.096 -0.032
C -2.983 0.501 0.852 -0.112
N -2.152 -0.221 0.536 0.141
H -5.143 1.908 3.033 0.090
H -3.540 1.223 3.350 0.092
H -4.858 0.176 2.795 0.088
H -6.032 1.934 0.596 0.092
H -5.617 0.222 0.398 0.089
H -4.963 1.428 -0.725 0.091
H -4.243 3.586 1.449 0.092
H -3.260 3.110 0.053 0.089
H -2.578 3.027 1.683 0.073
N 2.556 -3.419 -1.892 0.072
C 2.621 -2.072 -1.724 -0.823
S 1.458 -1.088 -2.455 0.664
N 3.645 -1.685 -0.948 0.077
C 4.096 -0.379 -0.600 -0.256
C 4.155 0.658 -1.520 -0.042
C 4.700 1.875 -1.138 -0.071
C 5.189 2.063 0.145 -0.086
C 5.125 1.022 1.060 -0.081
C 4.581 -0.196 0.689 -0.037
H 1.866 -3.731 -2.553 0.070
H 3.400 -3.968 -1.837 0.109
H 4.008 -2.407 -0.344 0.141
H 3.785 0.516 -2.524 0.087
H 4.743 2.682 -1.859 0.108
H 5.611 3.016 0.435 0.104
H 5.482 1.163 2.072 0.105
H 4.514 -1.009 1.406 0.112
N 0.064 4.175 1.606 0.088
C 0.606 3.199 1.288 -0.395
N 1.277 2.146 0.889 0.085
C 1.014 0.923 0.797 -0.372
N 0.793 -0.237 0.712 0.013
Te -0.895 -3.557 -0.561 1.011
C 0.064 -3.468 1.319 -0.645
C 1.303 -4.067 1.517 -0.168
C 1.943 -3.942 2.742 -0.091
C 1.340 -3.237 3.776 -0.081
C 0.088 -2.669 3.585 -0.078
C -0.551 -2.778 2.359 -0.176
H 1.766 -4.629 0.716 0.080
H 2.910 -4.406 2.893 0.102
H 1.844 -3.129 4.729 0.104
H -0.392 -2.131 4.393 0.107
H -1.516 -2.311 2.207 0.075
Br -2.802 3.116 -5.789 0.699
C -2.174 1.959 -4.412 -0.702
C -1.473 2.495 -3.346 -0.138
C -1.044 1.644 -2.331 -0.135
C -1.310 0.277 -2.376 -0.313
C -2.001 -0.233 -3.471 -0.141
C -2.441 0.604 -4.493 -0.145
H -1.260 3.555 -3.305 0.100
H -0.492 2.073 -1.499 0.082
H -2.213 -1.295 -3.546 0.086
H -2.981 0.206 -5.343 0.096
```

Version b
Below is C26H26BrN6RhSTe as an isolated structure, with properties calculated with the ωB97M-V functional and the def2-TZVPD basis.

Summary:
E_HOMO (spin up / spin down) ... -6.874 / -8.223 eV
2S+1 ... 5

The geometry in XYZ format:
```
62
Properties=species:S:1:pos:R:3:lowdin_charge:R:1
Rh 0.427 1.055 0.144 0.531
C -4.409 3.786 1.380 -0.037
C -3.880 2.368 1.139 -0.582
C -4.268 1.433 2.290 -0.033
C -4.387 1.813 -0.202 -0.042
C -2.412 2.410 1.057 -0.138
N -1.271 2.359 0.945 0.099
H -5.499 3.755 1.402 0.092
H -4.099 4.462 0.584 0.093
H -4.055 4.181 2.332 0.091
H -5.355 1.409 2.373 0.093
H -3.856 1.781 3.237 0.093
H -3.912 0.419 2.104 0.085
H -5.475 1.743 -0.164 0.094
H -3.977 0.821 -0.389 0.084
H -4.103 2.463 -1.030 0.088
N 1.054 0.467 -3.375 0.116
C -0.265 0.665 -3.323 -0.822
S -0.976 1.467 -2.022 0.663
N -0.975 0.195 -4.373 0.054
C -2.390 0.145 -4.505 -0.272
C -3.184 -0.442 -3.529 -0.051
C -4.555 -0.512 -3.718 -0.077
C -5.136 -0.018 -4.879 -0.089
C -4.334 0.545 -5.860 -0.082
C -2.963 0.630 -5.672 -0.026
H 1.622 0.771 -2.586 0.022
H 1.465 -0.148 -4.058 0.118
H -0.453 -0.016 -5.211 0.149
H -2.729 -0.847 -2.636 0.102
H -5.172 -0.973 -2.957 0.106
H -6.206 -0.084 -5.022 0.102
H -4.774 0.925 -6.772 0.104
H -2.334 1.084 -6.428 0.114
N 4.783 -2.397 -1.905 0.088
C 4.595 -1.393 -1.365 -0.402
N 4.454 -0.233 -0.729 0.075
C 3.354 0.390 -0.791 -0.373
N 2.385 1.059 -0.859 -0.023
Te 1.703 1.177 2.639 1.127
C 2.939 2.856 2.579 -0.651
C 3.021 3.637 1.424 -0.156
C 3.850 4.747 1.396 -0.079
C 4.596 5.089 2.517 -0.079
C 4.517 4.317 3.669 -0.087
C 3.693 3.203 3.702 -0.164
H 2.452 3.360 0.544 0.063
H 3.917 5.344 0.497 0.106
H 5.243 5.956 2.492 0.104
H 5.101 4.581 4.540 0.104
H 3.637 2.598 4.597 0.085
Br -1.914 -5.177 1.576 0.710
C -1.232 -3.441 1.215 -0.704
C -1.487 -2.412 2.104 -0.147
C -0.979 -1.146 1.828 -0.186
C -0.239 -0.883 0.676 -0.323
C -0.012 -1.947 -0.198 -0.136
C -0.489 -3.226 0.066 -0.137
H -2.063 -2.599 3.001 0.096
H -1.179 -0.349 2.541 0.062
H 0.557 -1.792 -1.110 0.084
H -0.288 -4.042 -0.615 0.099
```

Most stable structure, least stable structure: version b, version a.

Version a
Below is CH6N4 as an isolated structure, with properties calculated with the ωB97M-V functional and the def2-TZVPD basis.

Summary:
E_HOMO ... -6.253 eV

The geometry in XYZ format:
```
11
Properties=species:S:1:pos:R:3:lowdin_charge:R:1
C 0.339 -0.308 -0.461 -0.320
N -1.287 0.275 0.325 0.048
N 1.083 -1.048 0.401 0.060
N 0.924 1.025 -0.850 -0.184
N 0.329 2.047 -0.619 -0.091
H -0.038 -0.851 -1.324 0.117
H 1.347 -1.995 0.186 0.090
H -2.153 0.004 -0.119 0.068
H -1.292 0.061 1.313 0.069
H 1.687 -0.549 1.038 0.097
H -0.939 1.340 0.109 0.045
```

Version b
Below is CH6N4 in the gas phase, with properties calculated with the ωB97M-V functional and the def2-TZVPD basis.

Summary:
E_HOMO (spin up / spin down) ... -6.949 / -7.032 eV

The geometry in XYZ format:
```
11
Properties=species:S:1:pos:R:3:lowdin_charge:R:1
C -1.425 0.240 0.257 0.003
N 2.268 0.043 0.277 0.063
N 1.090 0.325 0.580 -0.162
N 0.452 -0.656 -1.257 -0.009
N 0.062 0.013 -0.182 -0.326
H -2.116 0.544 -0.656 0.114
H -1.839 -0.743 0.580 0.071
H -1.378 1.003 1.105 0.084
H 2.214 -0.546 -0.466 -0.050
H 0.984 1.063 1.327 0.184
H -0.313 -1.286 -1.564 0.028
```

Most stable structure, least stable structure: version a, version b.

Version a
Below is C5H10O3 in the gas phase, with properties calculated with the ωB97M-V functional and the def2-TZVPD basis.

Summary:
E_HOMO ... -9.584 eV
SMILES ... C=C(OC)C(C)(O)O

The geometry in XYZ format:
```
18
Properties=species:S:1:pos:R:3:lowdin_charge:R:1
C -0.665 -1.671 -0.697 0.118
C -0.014 -0.557 -0.330 -0.301
O 1.370 -0.502 -0.438 -0.107
C 2.028 -1.189 0.626 -0.079
C -0.697 0.733 0.116 -0.589
C -0.650 1.800 -0.971 0.010
O -0.100 1.244 1.294 0.029
O -2.044 0.482 0.471 0.008
H -0.129 -2.542 -1.059 0.079
H -1.749 -1.726 -0.668 0.074
H 2.260 -0.480 1.426 0.085
H 1.443 -2.022 1.033 0.094
H 2.970 -1.590 0.240 0.092
H -1.292 2.650 -0.710 0.089
H 0.365 2.191 -1.105 0.095
H -1.009 1.413 -1.931 0.097
H 0.226 0.469 1.776 0.097
H -2.311 1.296 0.929 0.111
```

Version b
Below is a 2-piece molecular cluster, C5H10O3 overall, with properties calculated with the ωB97M-V functional and the def2-TZVPD basis.

Summary:
E_HOMO ... -9.890 eV
SMILES ... CC(=O)O.CC(C)=O

The geometry in XYZ format:
```
18
Properties=species:S:1:pos:R:3:lowdin_charge:R:1
C -0.795 3.132 -2.151 0.000
C -0.396 1.851 -1.482 -0.572
O 0.413 1.731 -0.589 0.080
O -1.069 0.793 -2.007 0.074
H -0.241 3.979 -1.714 0.091
H -1.876 3.313 -2.021 0.093
H -0.574 3.086 -3.231 0.093
H -0.741 -0.003 -1.506 0.116
C -0.501 -1.056 1.746 -0.031
C 0.392 -1.886 0.853 -0.495
C 1.625 -2.472 1.503 -0.029
O 0.134 -2.072 -0.324 0.051
H -1.364 -0.672 1.177 0.084
H 0.059 -0.199 2.157 0.092
H -0.876 -1.666 2.585 0.088
H 2.270 -1.667 1.893 0.091
H 1.340 -3.131 2.340 0.088
H 2.202 -3.062 0.771 0.087
```

Version c
Below is C5H10O3 as an isolated structure, with properties calculated with the ωB97M-V functional and the def2-TZVPD basis.

Summary:
E_HOMO ... -9.036 eV

The geometry in XYZ format:
```
18
Properties=species:S:1:pos:R:3:lowdin_charge:R:1
C 1.018 -0.360 -0.156 -0.728
C -0.809 -0.579 -0.615 -0.285
C -1.744 -0.519 0.577 -0.040
C 0.539 0.999 -0.030 -0.004
C 0.064 2.182 -0.251 0.061
O 1.255 -1.039 0.883 -0.077
O 1.792 -0.493 -1.304 0.070
O -0.683 -1.875 -1.106 0.006
H 2.179 -1.379 -1.267 0.121
H 2.180 0.466 1.706 0.113
H -0.426 -2.444 -0.366 0.112
H -1.160 -0.002 -1.471 0.142
H 2.025 1.204 1.426 0.084
H -2.696 -0.987 0.322 0.090
H -1.954 0.505 0.882 0.076
H -1.290 -1.047 1.417 0.091
H 0.657 3.058 -0.021 0.083
H -0.948 2.310 -0.626 0.085
```

Most stable structure, least stable structure: version b, version c.